Record 1
{"formula": "C6H16N2", "method": "ωB97M-V/def2-TZVPD", "species": ["N", "N", "C", "C", "C", "C", "C", "C", "H", "H", "H", "H", "H", "H", "H", "H", "H", "H", "H", "H", "H", "H", "H", "H"], "coordinates": [[1.9156, -0.9647, -3.1790], [-0.1038, 0.3125, -0.3083], [-0.1485, -0.4650, 0.9144], [-1.2884, 1.1594, -0.5147], [-0.1144, 0.4237, 2.1709], [0.1785, -0.5214, -1.4805], [-1.2894, 0.1906, 3.1305], [1.5997, -0.2319, -1.9801], [1.6165, 0.8362, -2.1691], [0.8381, 0.1962, 2.6659], [-0.4913, -0.3744, -2.3394], [-0.0118, -1.5796, -1.2518], [-2.2215, 0.0938, 2.5763], [2.4496, -0.4521, -3.8581], [0.6979, -1.1423, 0.9475], [2.2859, -1.8814, -2.9975], [-1.6222, 1.4982, 0.4340], [-2.0808, 0.6045, -1.0195], [-1.1707, -0.6709, 3.7872], [-0.9915, 2.0727, -1.0337], [-0.9782, -1.2010, 0.9022], [-1.3372, 1.0712, 3.7792], [2.2708, -0.4623, -1.1442], [-0.0029, 1.4881, 1.9679]], "forces_ev_per_angstrom": [[-0.426, -0.112, -0.312], [-0.331, -0.032, -0.722], [-0.150, 0.028, -0.032], [1.108, -0.396, -0.109], [0.326, -0.860, 0.467], [0.027, -0.056, -0.304], [0.466, 0.695, 0.132], [-0.488, -0.467, 0.651], [0.249, 0.150, -0.032], [-0.229, -0.015, 0.234], [-0.092, 0.530, 0.306], [0.464, -0.068, 0.132], [-0.102, 0.038, 0.067], [0.248, -0.120, 0.065], [0.515, 0.128, -0.246], [0.223, -0.007, -0.153], [-0.564, 0.219, 0.926], [-0.227, 0.206, -0.115], [0.044, -0.150, -0.215], [-0.214, -0.208, -0.458], [-0.395, 0.464, 0.255], [-0.332, -0.176, 0.073], [0.207, 0.272, -0.067], [-0.326, -0.064, -0.546]], "de_lowest_kj_mol": 120.7, "e_homo_ev": -8.26, "smiles": "CCCN(C)CCN", "e_lumo_ev": 1.10}



Record 2
{"formula": "H7NP2Si", "method": "ωB97M-V/def2-TZVPD", "species": ["P", "P", "Si", "N", "H", "H", "H", "H", "H", "H", "H"], "coordinates": [[0.3199, -2.2427, -1.1038], [1.5560, 1.9183, 2.0782], [-0.4476, 0.7088, -0.6273], [-0.8043, -1.0677, -0.4195], [-0.8490, -1.2017, 0.5791], [0.5241, 1.3805, -1.5900], [0.3995, -2.9551, 0.0187], [1.3424, 2.6141, 0.7856], [-0.7102, -3.0879, -1.6097], [0.5301, 2.8355, 2.8007], [-1.8608, 1.0980, -0.9119]], "forces_ev_per_angstrom": [[-1.052, 1.055, -1.455], [-2.103, 1.353, -0.795], [-0.787, -0.685, 0.717], [1.822, 1.624, -0.693], [-0.387, -0.160, 0.262], [-0.367, -0.885, 0.220], [0.491, -1.335, 1.666], [0.388, -0.273, 1.129], [0.320, -0.096, -0.124], [1.285, -1.243, -1.043], [0.389, 0.644, 0.117]], "de_lowest_kj_mol": 292.9, "e_homo_ev": [-7.68, -8.58], "e_lumo_ev": [-1.18, -0.81]}



Number 1: electronic energy -9460.8238 eV. Number 2: electronic energy -28054.7525 eV.